1.
Below is a gas-phase ion, C4H9O2 (charge -1), with properties calculated with ωB97M-V with the def2-TZVPD basis set.

Geometry as XYZ:
```
15
Properties=species:S:1:pos:R:3:mulliken_charge:R:1
O 2.72365 0.39048 0.35471 -0.8713
C 1.56051 1.05642 0.39293 -0.5502
C 0.34721 0.44521 -0.43766 -0.1900
C -0.24103 -0.69946 0.35578 -0.8622
C -1.60880 -1.24091 -0.15073 -0.3973
O -2.50301 -0.21119 -0.57161 -0.5104
H 1.21137 1.08073 1.45778 0.1767
H 1.60890 2.11981 0.00619 0.2008
H 0.75732 0.29823 -1.43617 0.2758
H -0.37883 1.25174 -0.34055 0.2088
H 0.36764 -1.57385 0.61188 0.3778
H -0.51319 -0.36653 1.36690 0.3081
H -2.08550 -1.79391 0.66567 0.2746
H -1.44660 -1.85210 -1.04714 0.2693
H -2.17189 0.63431 -0.24052 0.2896
```

Results
Total charge: -1

***

2.
Below is 2 unconnected molecules or ions with the total composition C5H6N2O4S, with properties calculated with ωB97M-V with the def2-TZVPD basis set.

Geometry as XYZ:
```
18
Properties=species:S:1:pos:R:3:mulliken_charge:R:1
N -0.17851 -0.61785 -0.67850 -0.5718
C 0.25906 0.61012 -0.13954 -0.4569
C -0.69150 1.26013 0.72893 -0.3422
S -1.09089 0.25728 2.26947 -0.1738
C -2.42428 -0.50079 1.65003 -0.1597
C -3.56942 -0.83314 1.27751 0.3898
N -4.56890 -1.48070 0.64050 0.8202
O -4.79220 -2.61495 0.92093 -0.5212
O -5.10447 -0.90205 -0.27727 -0.5324
H -0.03490 -1.32132 0.11939 0.2419
H 0.54627 -1.02697 -1.24505 0.2608
H 0.43245 1.19125 -0.98344 0.4101
H 1.16228 0.59153 0.63644 0.2378
H -0.22445 2.20639 0.99865 0.4402
H -1.75696 1.52331 0.19869 -0.0199
O -4.91798 0.83651 -2.41403 -0.3518
C -4.36910 1.34396 -1.54983 0.7806
O -3.84942 1.95369 -0.71110 -0.4516
```

***

3.
Below is 3 unconnected molecules or ions with the total composition C2H9NO3, with properties calculated with ωB97M-V with the def2-TZVPD basis set.

Geometry as XYZ:
```
15
Properties=species:S:1:pos:R:3:mulliken_charge:R:1
C -1.76640 0.12038 0.18794 -0.6632
N -1.22354 1.48657 0.33854 -0.1880
C -0.04328 1.59411 0.99391 -0.0423
O 0.52611 0.58842 1.40133 -0.5806
H -1.04677 -0.49037 -0.35865 0.1864
H -2.70962 0.17372 -0.34160 0.3119
H -1.80313 -0.27351 1.19972 0.2658
H -1.59393 2.19239 -0.26435 0.2358
H 0.39876 2.53948 1.29928 0.4223
O 2.01000 -1.77458 1.57534 -0.6220
H 1.72083 -1.67112 0.69218 0.2775
H 1.79407 -0.93508 1.98727 0.3955
O 0.19200 -1.21465 -3.81476 -0.6442
H 0.46890 -1.00423 -2.90723 0.3232
H 0.53219 -2.08116 -4.03517 0.3218
```

***

4.
Below is a molecular structure, C25H24I2N4O6SSeSn, with properties calculated with ωB97M-V with the def2-TZVPD basis set.

Geometry as XYZ:
```
64
Properties=species:S:1:pos:R:3:mulliken_charge:R:1
Sn 0.24710 -0.26261 0.30960 1.8689
O -0.18908 0.94334 4.10964 -0.6365
C 0.19400 1.15362 2.99219 -0.2498
O 0.67656 0.18376 2.21401 -0.4701
C 0.24442 2.57829 2.43968 0.3094
C 1.47514 2.76933 1.55534 -0.2779
C 1.76500 4.24964 1.31883 -1.1078
C 0.63991 4.63098 0.32868 -1.0709
C -0.09763 3.30178 0.18174 -0.4297
O 0.97139 2.33358 0.26642 -0.3170
C -0.90086 2.98562 1.44764 0.1280
C -1.91301 1.89262 1.15813 -0.2960
O -3.01910 1.93855 1.64738 -0.6804
O -1.52498 0.97811 0.29635 -0.2303
H 0.25196 3.23617 3.30537 0.5175
H 2.32579 2.15997 1.84281 0.9217
H 1.73954 4.81809 2.24757 0.4608
H 2.75128 4.38234 0.87412 0.2999
H -0.01847 5.41378 0.70346 0.3851
H 1.04073 4.95811 -0.62955 0.3630
H -0.63331 3.15403 -0.75127 0.5958
H -1.45285 3.84482 1.82073 0.6375
I 2.24857 -4.94676 0.69763 0.0521
C 3.37194 -3.21066 0.52551 -0.5341
C 4.77499 -3.26327 0.64851 -0.2234
C 5.53549 -2.14003 0.50847 -0.2270
I 7.60992 -2.30682 0.69220 0.0611
C 4.92161 -0.88846 0.23219 0.9257
C 5.61219 0.32016 0.01146 -0.7375
C 4.90566 1.44555 -0.30054 -1.3798
C 3.50445 1.38886 -0.34906 -0.4826
N 2.81554 0.29400 -0.11374 0.4798
C 3.51288 -0.84198 0.13806 0.0668
C 2.72491 -2.02326 0.27847 0.1041
O 1.42419 -1.94756 0.11676 -0.6299
H 5.24279 -4.21670 0.85097 0.3492
H 6.69167 0.33875 0.07548 0.1825
H 5.40183 2.38453 -0.50230 0.4436
H 2.93647 2.27361 -0.59518 0.8589
C -1.87081 -3.09644 -3.08672 -0.8256
N -1.01192 -1.91514 -3.08769 -0.1982
C -1.22832 -0.77879 -2.43762 0.5981
S 0.19142 0.21828 -2.13160 -0.5387
N -2.41610 -0.34965 -2.07379 0.2150
C -3.71451 -0.77826 -2.58034 -1.2459
H -1.23402 -3.96687 -2.94572 0.3558
H -2.42269 -3.19995 -4.02010 0.3481
H -2.55572 -3.04980 -2.24649 0.1398
H -0.04244 -2.05837 -3.32285 0.3361
H -2.38893 0.36547 -1.34636 0.1125
H -4.19055 -1.51157 -1.93205 0.4030
H -3.59966 -1.18042 -3.58348 0.4658
H -4.34991 0.10292 -2.63547 0.3333
Se -1.26893 -2.30298 0.86792 -0.2877
C -3.14979 -2.07072 0.58844 0.4591
C -3.92267 -0.96097 0.89559 -0.2430
C -5.29121 -1.01543 0.66032 -0.4892
N -5.93716 -2.07424 0.17526 -0.6320
C -5.19297 -3.15122 -0.07572 -0.5238
C -3.82035 -3.19751 0.10517 -0.5258
H -3.49778 -0.05519 1.29957 0.4687
H -5.89790 -0.14431 0.88427 0.4178
H -5.71871 -4.02498 -0.44675 0.3486
H -3.27702 -4.10776 -0.11756 0.4772
```

***

5.
Below is C5H10N4O in the gas phase, with properties calculated with ωB97M-V with the def2-TZVPD basis set.

Geometry as XYZ:
```
20
Properties=species:S:1:pos:R:3:mulliken_charge:R:1
C 1.18365 -2.27202 -0.28477 -1.1288
C 0.78672 -0.99333 0.13963 0.6232
N 1.55606 -0.24424 0.85731 -0.5148
N 1.11065 0.86713 1.49970 0.1619
N 2.02055 1.66142 2.13833 -0.6938
N 0.13384 1.65888 0.61226 0.5488
O 0.21598 2.93136 0.61316 -0.7496
C -0.61639 0.92434 -0.14280 0.3148
C -1.59755 1.54673 -1.10676 -1.1501
C -0.53841 -0.54873 -0.23214 -0.2809
H 2.25020 -2.38212 -0.60017 0.3359
H 0.50754 -2.56651 -1.10626 0.3176
H 0.98356 -2.93675 0.50599 0.2762
H 2.21827 2.50528 1.57616 0.2838
H 1.74380 2.02153 3.10112 0.2656
H -1.71438 0.75949 -1.95117 0.2890
H -1.25367 2.57300 -1.42989 0.3453
H -2.55840 1.84239 -0.59227 0.2540
H -0.73472 -0.82225 -1.41117 0.3471
H -1.33373 -0.86360 0.43047 0.1549
```

***

| no. | HOMO-LUMO gap (eV) | calculated total energy (Ha) | HOMO level (eV) |
| --- | --- | --- | --- |
| 1 | 6.085 | -308.24537 | -2.258 |
| 2 | 8.914 | -1002.58838 | -9.587 |
| 3 | 10.785 | -362.06923 | -10.341 |
| 4 | 7.488 | -5246.95591 | -7.993 |
| 5 | 9.074 | -490.59065 | -8.311 |